# 1
ORCA calculation (wB97M-V/def2-TZVPD) on a molecular structure, C10H12ClGdNP.

Results
- HOMO (alpha / beta) (eV) = -5.60 / -5.62
- relative energy (zero: lowest compared OMol25 entry of this formula, charge and spin) (eV) = 0.074
- spin multiplicity = 8
- E (Eh) = -2009.963725

XYZ file:
```
26
Properties=species:S:1:pos:R:3:mulliken_spin:R:1
C 0.772 1.741 2.305 -0.003
H -2.583 2.408 -2.993 0.000
Gd -1.448 -1.664 0.761 7.784
C 0.711 1.126 3.564 -0.272
Cl 1.162 3.407 2.169 -0.005
C -0.397 2.077 -3.362 0.000
H 0.545 1.427 0.156 -0.038
H -2.477 0.087 -1.589 -0.009
C -1.654 0.605 -2.094 -0.006
N 0.102 -0.290 1.264 -0.033
H 0.915 1.727 4.447 -0.027
C 0.178 -0.949 2.482 -0.352
H 0.214 -0.822 -1.747 -0.032
P 0.290 -3.544 -0.316 -0.012
H 1.712 -3.339 -0.436 0.003
H 0.194 -2.064 2.468 -0.020
C 0.504 1.018 1.154 -0.144
C 0.506 1.049 -2.957 0.011
H 0.398 -0.753 4.603 0.009
C -1.695 1.795 -2.843 0.024
H 1.564 1.002 -3.216 -0.001
C -0.175 0.106 -2.173 -0.018
H 0.325 -4.833 0.335 -0.006
H -0.139 2.936 -3.977 0.000
H 0.041 -4.025 -1.655 -0.003
C 0.432 -0.229 3.649 0.149
```


# 2
ORCA calculation (wB97M-V/def2-TZVPD) on a single C10H12ClN molecule.

Results
- HOMO (eV) = -8.74
- structure (SMILES) = NC[C@@H]1C[C@@H]1c1ccc(Cl)cc1
- relative energy (zero: lowest compared OMol25 entry of this formula, charge and spin) (eV) = 1.157
- E (Eh) = -903.155078

XYZ file:
```
24
Properties=species:S:1:pos:R:3:lowdin_charge:R:1
H -1.091 -1.330 -1.746 0.150
H -2.807 -0.063 -0.709 0.140
C 2.737 -1.127 0.210 -0.121
C 2.283 1.132 -0.473 -0.086
Cl 4.804 0.541 0.210 0.695
H -0.772 0.930 1.292 0.140
H -1.061 -1.862 1.324 0.119
C 0.969 0.715 -0.650 -0.040
H -1.970 2.956 0.590 0.062
C 0.599 -0.605 -0.496 -0.203
C 3.156 0.186 0.021 -0.713
C 1.470 -1.580 -0.038 -0.029
H 0.244 1.440 -0.972 0.101
H 3.449 -1.878 0.529 0.103
N -1.950 2.178 -0.048 0.002
C -1.922 -0.194 -0.075 -0.289
H -2.275 -2.457 0.142 0.108
C -0.851 -1.009 -0.718 -0.210
C -1.639 -1.589 0.419 -0.074
H 2.600 2.138 -0.744 0.113
C -1.808 0.977 0.800 -0.267
H -2.524 0.967 1.622 0.110
H 1.191 -2.622 0.051 0.125
H -2.831 2.155 -0.541 0.064
```


# 3
ORCA calculation (wB97M-V/def2-TZVPD) on a single C10H12ClNOS molecule.

Results
- HOMO (eV) = -8.90
- structure (SMILES) = O=C(NC1CCCC1)c1ccc(Cl)s1
- relative energy (zero: lowest compared OMol25 entry of this formula, charge and spin) (eV) = 0.226
- E (Eh) = -1376.646738

XYZ file:
```
26
Properties=species:S:1:pos:R:3:lowdin_charge:R:1
H 2.100 -0.908 1.659 0.112
C -1.759 4.242 -0.206 -0.191
H -0.108 -1.803 -1.251 0.110
N -0.363 0.174 0.529 0.114
C -0.329 -2.203 -0.263 -0.147
C 1.873 -2.823 0.604 -0.177
S -0.351 3.139 -2.072 1.095
O 0.558 0.470 -1.531 0.031
Cl -1.419 5.917 -2.351 0.646
C 0.561 -3.408 0.042 -0.183
C -1.433 2.956 0.259 -0.118
H 2.011 -0.778 -0.105 0.107
C -0.679 2.238 -0.629 -0.430
H -1.392 -2.437 -0.204 0.114
H 0.083 -4.044 0.789 0.104
H 2.109 -3.278 1.566 0.102
C 0.107 -1.174 0.784 -0.301
H -0.923 0.609 1.241 0.127
C 1.633 -1.316 0.763 -0.142
H 0.734 -4.011 -0.847 0.104
C -0.101 0.881 -0.594 -0.523
H 2.710 -3.011 -0.065 0.104
H -1.754 2.596 1.221 0.107
H -0.279 -1.463 1.767 0.155
H -2.343 4.957 0.344 0.107
C -1.244 4.480 -1.448 -1.024
```


# 4
ORCA calculation (wB97M-V/def2-TZVPD) on a molecular structure, C10H12ClNPZn.

Results
- charge = -1
- HOMO (alpha / beta) (eV) = -0.01 / -0.05
- E (Eh) = -3023.724730

XYZ file:
```
26
Properties=species:S:1:pos:R:3:lowdin_charge:R:1
H 1.569 1.070 1.725 0.053
H -2.333 -1.656 2.978 0.086
H 0.830 3.381 -0.089 -0.119
C 1.688 -0.596 -2.403 -0.263
Zn 0.383 0.489 -0.855 0.192
Cl 1.382 1.075 4.555 0.613
C -1.106 -0.878 1.399 -0.202
C 1.041 -1.789 -1.930 -0.202
H -1.282 2.744 0.451 -0.151
C -0.667 -0.504 3.745 -0.197
N -0.037 -0.123 1.053 -0.145
H -0.925 -0.612 4.791 0.073
C -0.330 -1.720 -2.309 -0.197
P -0.283 2.608 -0.569 0.691
H -0.799 3.336 -1.678 -0.139
H 0.931 1.015 -3.801 0.084
H 1.543 -2.636 -1.456 0.089
C 0.704 0.175 -3.142 -0.261
H -1.072 -2.499 -2.136 0.083
C -0.539 -0.529 -3.058 -0.209
C 0.437 0.269 3.374 -0.736
H 2.763 -0.427 -2.434 0.080
C -1.439 -1.079 2.738 -0.133
H -1.743 -1.298 0.606 0.077
C 0.743 0.430 2.021 -0.248
H -1.457 -0.251 -3.575 0.080
```


# 5
ORCA calculation (wB97M-V/def2-TZVPD) on a molecular structure, C10H12F6IN3O5RuS2.

Results
- charge = +2
- HOMO (alpha / beta) (eV) = -15.34 / -15.34
- relative energy (zero: lowest compared OMol25 entry of this formula, charge and spin) (eV) = 0.846
- spin multiplicity = 5
- E (Eh) = -2716.164661

XYZ file:
```
40
Properties=species:S:1:pos:R:3:mulliken_spin:R:1
H -3.915 1.632 0.390 0.011
Ru -0.116 0.323 -0.467 2.599
O -0.193 0.452 1.627 0.091
H -2.458 0.775 0.926 0.008
H 1.253 3.831 -2.663 0.031
N 1.941 0.603 2.445 0.010
S 0.166 -2.518 -1.773 0.005
F 4.192 -0.321 -3.263 0.000
S 2.178 -0.727 -1.601 -0.027
H -3.171 0.451 -0.670 0.042
O -0.042 -3.905 -1.786 -0.003
F 4.429 -1.970 -1.879 0.000
C 0.089 0.320 3.966 0.004
H -3.532 3.972 -1.007 0.003
O -0.280 -1.773 -0.563 0.039
O 2.138 -0.639 -0.139 0.074
C -2.954 1.238 0.067 0.051
F -2.161 -2.206 -2.982 0.000
C 0.644 0.456 2.584 0.004
N 1.603 -2.042 -2.195 0.007
F -1.034 -0.367 -2.670 0.015
H -0.446 -0.624 4.045 0.001
C 1.115 3.561 -1.612 0.021
H 2.357 0.539 1.528 -0.002
C -1.402 4.202 -1.501 0.147
H 2.564 0.591 3.237 0.000
C -0.301 3.316 -1.319 0.338
C -2.528 3.576 -1.022 0.077
H -1.351 5.191 -1.928 0.001
H 1.733 2.700 -1.379 -0.001
I -1.351 1.863 4.359 0.002
C -2.131 2.309 -0.535 0.343
N -0.769 2.169 -0.727 0.018
C 4.005 -0.744 -2.044 0.003
F -0.468 -1.770 -4.248 0.001
C -0.955 -1.713 -3.046 0.005
F 4.557 0.081 -1.171 0.000
O 1.516 0.479 -2.135 0.048
H 1.464 4.432 -1.048 0.035
H 0.852 0.384 4.734 0.000
```


# 6
ORCA calculation (wB97M-V/def2-TZVPD) on 2 unconnected molecules or ions with the total composition C10H12FN3.

Results
- HOMO (alpha / beta) (eV) = -7.22 / -8.12
- E (Eh) = -652.110858

XYZ file:
```
26
Properties=species:S:1:pos:R:3:lowdin_charge:R:1
C -3.009 2.172 0.225 -0.133
C 2.268 -0.316 -1.916 -0.017
H -3.927 1.641 0.434 0.091
H -2.459 3.969 1.102 0.072
H 0.031 -0.013 -2.338 0.163
C -0.251 -3.237 1.103 -0.166
C 2.823 -0.613 -0.589 -0.409
N 4.117 -0.678 -0.179 0.093
C 1.023 -3.538 1.331 -0.027
H -2.525 -0.478 0.566 0.094
H -4.180 3.898 0.568 0.073
C -3.138 3.671 0.313 -0.109
H 1.349 -4.401 1.917 0.054
H 2.706 -0.134 -2.898 0.104
F -1.330 -3.842 1.538 0.030
C -1.808 1.496 0.024 -0.074
H -0.940 1.974 -0.301 0.079
H 4.787 -0.308 -0.833 0.084
H 1.823 -2.824 1.078 0.020
N 0.687 -0.529 -0.379 -0.147
C 0.962 -0.346 -1.736 -0.075
H -2.818 4.234 -0.540 0.063
C -0.557 -0.661 0.125 -0.018
N 1.830 -0.785 0.264 0.093
H 4.174 -0.359 0.878 0.161
C -1.638 0.010 0.245 -0.098
```


# 7
ORCA calculation (wB97M-V/def2-TZVPD) on a molecular structure, C10H12I2InN6O3S2.

Results
- charge = +1
- HOMO (eV) = -11.64
- relative energy (zero: lowest compared OMol25 entry of this formula, charge and spin) (eV) = 0.000
- E (Eh) = -2524.324796

XYZ file:
```
36
Properties=species:S:1:pos:R:3:lowdin_charge:R:1
H 2.525 -2.155 1.428 0.133
I 4.450 4.689 -2.250 0.103
N -0.121 0.504 -1.926 0.012
N 2.522 -0.264 0.399 0.024
C -1.905 -1.122 -1.730 -0.346
O 1.914 -0.452 3.840 0.081
C -1.249 -0.084 -2.477 -0.315
H 3.011 -0.744 -0.336 0.100
H 2.894 0.640 0.547 0.049
H -0.111 0.662 3.821 0.143
In 0.213 -0.036 0.192 0.998
N 1.389 2.311 -2.423 0.094
C -1.297 1.282 2.174 -0.609
N -1.901 -2.683 1.421 0.155
H -1.427 -0.405 3.436 0.124
I 3.339 4.032 0.058 0.138
C -1.604 0.367 -3.716 -0.292
C -2.147 -2.302 0.156 -0.631
O -2.196 1.865 2.719 0.104
H -3.633 -1.699 -2.943 0.087
H 1.475 2.473 -1.432 -0.018
H 3.622 -0.996 2.152 0.134
H -2.423 0.036 -4.293 0.081
N 0.298 -0.642 2.236 -0.087
C 2.635 -1.087 1.680 -0.100
C 0.317 1.488 -2.693 -0.620
C 1.566 -0.656 2.689 -0.556
H -2.612 -3.158 1.911 0.106
O -0.791 1.544 0.992 -0.114
S -3.489 -2.858 -0.754 1.139
H -1.134 -2.243 1.922 0.084
S -0.556 1.650 -4.179 1.144
N -1.377 -1.424 -0.503 0.005
C -0.617 0.155 2.982 -0.150
H 1.435 3.128 -3.026 0.086
C -3.016 -1.814 -2.072 -0.286
```


# 8
ORCA calculation (wB97M-V/def2-TZVPD) on a gas-phase ion, C10H12IN4 (charge +1).

Results
- charge = +1
- HOMO (alpha / beta) (eV) = -11.80 / -13.55
- spin multiplicity = 3
- E (Eh) = -904.488829

XYZ file:
```
27
Properties=species:S:1:pos:R:3:mulliken_spin:R:1
C 0.769 0.498 -1.439 -0.023
N -1.644 2.152 0.194 0.063
C 2.392 0.230 1.303 0.779
C -2.529 -0.898 0.565 -0.004
C -1.183 -0.741 1.317 0.242
H 2.908 1.040 1.742 0.001
H -2.428 -2.390 -0.881 -0.001
C -0.058 -0.421 0.628 0.210
H -1.234 -0.856 2.326 0.003
N -0.031 1.347 3.548 0.006
C 0.454 0.948 2.569 0.034
C -0.566 2.112 -0.193 -0.008
H 2.737 0.757 -2.404 -0.006
N -2.486 -1.381 -0.768 0.080
H -2.839 0.185 0.527 0.029
C 1.076 0.015 1.653 0.031
C 1.767 0.196 -2.455 0.010
H 0.926 2.554 -1.592 -0.005
C 0.517 1.770 -1.068 0.152
I 3.389 -1.324 0.303 0.064
H 1.228 0.368 -3.448 -0.007
H 2.009 -0.937 -2.556 -0.002
H -3.123 -0.976 -1.455 -0.004
N 0.224 -0.479 -0.676 0.257
H 0.972 -1.023 2.132 0.088
H -3.125 -1.463 1.283 0.027
H -0.121 -1.281 -1.155 -0.017
```


# 9
ORCA calculation (wB97M-V/def2-TZVPD) on a gas-phase ion, C10H12N (charge +1).

Results
- charge = +1
- HOMO (eV) = -11.87
- structure (SMILES) = CC1=Cc2ccccc2[C@@H]1[NH3+]
- relative energy (zero: lowest compared OMol25 entry of this formula, charge and spin) (eV) = 1.709
- E (Eh) = -442.694837

XYZ file:
```
23
Properties=species:S:1:pos:R:3:lowdin_charge:R:1
H -0.051 2.752 -0.084 0.119
H 0.752 -0.700 -1.604 0.204
N 1.177 -1.582 0.435 0.252
H 2.679 1.887 0.789 0.114
H -3.976 -1.451 0.297 0.141
C 0.643 -0.551 -0.490 -0.183
H 2.086 -1.884 0.235 0.137
H -4.439 1.062 0.581 0.153
C -2.416 1.608 0.081 0.041
H 2.974 0.062 0.491 0.107
C -0.907 -0.374 -0.307 -0.155
H 0.503 -2.364 0.377 0.180
C -3.177 -0.664 0.058 -0.097
C 1.071 0.838 -0.130 -0.261
C -1.933 -1.257 -0.255 -0.026
C -1.199 0.971 -0.257 -0.194
H -2.440 2.633 0.191 0.099
H 3.027 1.302 -0.892 0.082
C 2.523 1.062 0.028 -0.037
C 0.019 1.719 -0.202 0.070
C -3.436 0.651 0.159 -0.081
H -1.917 -2.364 -0.164 0.126
H 1.178 -1.099 1.362 0.207
```


Question: E of number 8 (C10H12IN4)?
Answer: -904.488829 Eh


Repeat the fourth record exactly.
ORCA calculation (wB97M-V/def2-TZVPD) on a molecular structure, C10H12ClNPZn.

Results
- charge = -1
- HOMO (alpha / beta) (eV) = -0.01 / -0.05
- E (Eh) = -3023.724730

XYZ file:
```
26
Properties=species:S:1:pos:R:3:lowdin_charge:R:1
H 1.569 1.070 1.725 0.053
H -2.333 -1.656 2.978 0.086
H 0.830 3.381 -0.089 -0.119
C 1.688 -0.596 -2.403 -0.263
Zn 0.383 0.489 -0.855 0.192
Cl 1.382 1.075 4.555 0.613
C -1.106 -0.878 1.399 -0.202
C 1.041 -1.789 -1.930 -0.202
H -1.282 2.744 0.451 -0.151
C -0.667 -0.504 3.745 -0.197
N -0.037 -0.123 1.053 -0.145
H -0.925 -0.612 4.791 0.073
C -0.330 -1.720 -2.309 -0.197
P -0.283 2.608 -0.569 0.691
H -0.799 3.336 -1.678 -0.139
H 0.931 1.015 -3.801 0.084
H 1.543 -2.636 -1.456 0.089
C 0.704 0.175 -3.142 -0.261
H -1.072 -2.499 -2.136 0.083
C -0.539 -0.529 -3.058 -0.209
C 0.437 0.269 3.374 -0.736
H 2.763 -0.427 -2.434 0.080
C -1.439 -1.079 2.738 -0.133
H -1.743 -1.298 0.606 0.077
C 0.743 0.430 2.021 -0.248
H -1.457 -0.251 -3.575 0.080
```


Copy entry 9 word for word.
ORCA calculation (wB97M-V/def2-TZVPD) on a gas-phase ion, C10H12N (charge +1).

Results
- charge = +1
- HOMO (eV) = -11.87
- structure (SMILES) = CC1=Cc2ccccc2[C@@H]1[NH3+]
- relative energy (zero: lowest compared OMol25 entry of this formula, charge and spin) (eV) = 1.709
- E (Eh) = -442.694837

XYZ file:
```
23
Properties=species:S:1:pos:R:3:lowdin_charge:R:1
H -0.051 2.752 -0.084 0.119
H 0.752 -0.700 -1.604 0.204
N 1.177 -1.582 0.435 0.252
H 2.679 1.887 0.789 0.114
H -3.976 -1.451 0.297 0.141
C 0.643 -0.551 -0.490 -0.183
H 2.086 -1.884 0.235 0.137
H -4.439 1.062 0.581 0.153
C -2.416 1.608 0.081 0.041
H 2.974 0.062 0.491 0.107
C -0.907 -0.374 -0.307 -0.155
H 0.503 -2.364 0.377 0.180
C -3.177 -0.664 0.058 -0.097
C 1.071 0.838 -0.130 -0.261
C -1.933 -1.257 -0.255 -0.026
C -1.199 0.971 -0.257 -0.194
H -2.440 2.633 0.191 0.099
H 3.027 1.302 -0.892 0.082
C 2.523 1.062 0.028 -0.037
C 0.019 1.719 -0.202 0.070
C -3.436 0.651 0.159 -0.081
H -1.917 -2.364 -0.164 0.126
H 1.178 -1.099 1.362 0.207
```